(1)
Entry from the OMol25 dataset: a molecular structure, C49H70BaIN5O7S3Sb in a non-equilibrium geometry (the ωB97M-V functional and the def2-TZVPD basis).

Cartesian coordinates (Å):
Ba (15.5352, 14.4064, 12.2322)
N (14.0398, 12.2796, 13.3485)
S (13.2869, 11.0163, 13.5173)
N (11.8336, 10.9576, 14.1266)
S (10.8189, 12.1450, 14.6646)
N (11.2241, 13.6818, 15.1763)
S (12.5613, 14.5684, 14.8780)
N (13.1667, 14.9175, 13.5638)
C (13.8226, 13.7021, 16.1116)
C (13.2628, 13.0135, 17.1575)
C (13.9674, 12.0402, 17.8881)
C (15.3230, 11.9535, 17.7879)
C (15.9066, 12.6024, 16.6245)
C (15.2291, 13.5683, 15.9230)
C (12.1013, 16.1360, 15.7568)
C (12.0116, 16.2352, 17.1428)
C (11.9958, 17.5202, 17.7372)
C (12.0069, 18.6704, 16.9597)
C (11.7996, 18.4953, 15.5875)
C (11.9872, 17.2534, 14.9465)
C (10.1530, 11.1762, 16.0089)
C (10.3293, 9.8052, 16.0485)
C (10.0738, 9.0861, 17.2298)
C (9.5849, 9.7772, 18.3323)
C (9.1155, 11.0927, 18.1924)
C (9.4623, 11.8107, 17.0641)
C (9.7086, 12.3186, 13.1864)
C (9.9124, 11.6755, 11.9224)
C (9.5423, 12.2203, 10.7031)
C (8.7136, 13.3559, 10.7327)
C (8.3015, 13.9063, 11.9383)
C (8.9158, 13.4727, 13.1900)
C (14.3168, 9.7907, 14.4482)
C (15.6903, 9.7272, 14.0965)
C (16.4582, 8.7078, 14.5060)
C (15.9476, 7.7361, 15.4345)
C (14.6539, 7.7507, 15.7077)
C (13.7558, 8.7978, 15.2611)
C (13.2374, 10.3503, 11.7639)
C (13.9178, 10.8942, 10.6830)
C (14.0355, 10.2106, 9.4609)
C (13.4703, 8.9256, 9.2982)
C (12.8203, 8.3632, 10.3381)
C (12.7444, 9.0402, 11.5932)
H (12.2387, 13.2776, 17.4875)
H (13.3427, 11.3208, 18.4205)
H (15.9299, 11.3438, 18.4337)
H (16.9937, 12.4354, 16.3290)
H (15.6453, 14.1902, 15.1092)
H (12.1317, 15.3751, 17.7901)
H (12.0549, 17.6496, 18.8111)
H (12.1167, 19.6623, 17.4740)
H (11.5414, 19.3264, 15.0012)
H (12.2022, 17.1440, 13.8776)
H (10.7307, 9.2218, 15.2160)
H (10.2114, 7.9917, 17.2428)
H (9.6058, 9.3330, 19.3162)
H (8.5358, 11.5298, 19.0166)
H (9.2384, 12.8575, 17.0489)
H (10.2832, 10.6302, 11.9262)
H (9.7780, 11.6841, 9.7735)
H (8.3236, 13.6915, 9.7498)
H (7.5370, 14.6324, 11.9561)
H (8.7418, 13.8444, 14.2086)
H (16.0735, 10.7454, 13.5200)
H (17.4627, 8.7299, 14.1926)
H (16.5829, 6.9594, 15.8475)
H (14.1812, 6.9459, 16.3166)
H (12.6687, 8.9391, 15.6189)
H (14.4540, 11.8343, 10.8929)
H (14.6360, 10.6665, 8.6369)
H (13.7033, 8.4059, 8.3494)
H (12.4285, 7.3606, 10.3352)
H (12.3149, 8.5499, 12.4792)
O (22.5024, 16.4248, 20.3012)
H (22.2256, 16.8349, 21.1581)
H (22.7685, 17.2537, 19.9896)
O (17.8493, 18.4656, 8.2533)
H (18.3336, 17.6055, 7.9899)
H (17.1220, 18.2558, 8.8073)
O (26.5350, 9.6644, 11.2105)
H (25.9913, 10.1728, 10.5618)
H (25.8999, 9.3190, 11.8485)
O (20.5509, 10.7522, 14.7513)
H (21.3209, 10.8181, 15.3023)
H (20.9560, 10.3645, 13.9500)
O (15.4016, 20.4472, 7.5368)
H (14.9567, 19.5664, 7.5057)
H (16.2092, 20.2517, 6.9773)
O (18.1227, 13.9555, 14.1607)
H (18.4155, 14.8980, 14.2697)
H (18.8251, 13.4355, 13.7433)
I (17.3489, 14.0569, 9.4030)
H (16.5313, 11.4556, 13.0316)
O (18.0967, 16.7428, 12.7210)
C (17.2360, 16.9148, 11.8347)
N (16.3582, 16.9901, 11.0184)
C (20.2798, 22.4742, 6.4643)
C (20.7586, 20.9898, 6.3601)
C (19.8031, 20.0658, 5.6223)
C (22.2298, 20.7445, 6.0223)
Sb (20.4351, 20.3312, 8.5825)
C (16.3654, 24.8566, 10.7973)
C (16.4327, 24.8870, 12.2821)
C (15.5595, 23.7637, 10.1884)
C (16.9330, 25.9466, 9.9579)
C (22.4506, 20.5066, 9.9712)
C (23.0384, 21.8982, 9.7116)
C (21.7893, 20.4081, 11.3548)
C (23.4321, 19.2916, 9.7012)
H (20.7859, 23.0692, 5.6853)
H (20.6401, 22.9539, 7.3584)
H (19.1981, 22.5244, 6.4113)
H (19.8036, 20.3680, 4.5425)
H (18.7901, 20.0645, 5.9809)
H (20.1537, 19.0744, 5.7956)
H (22.4603, 20.6824, 4.9458)
H (22.6489, 19.7657, 6.4892)
H (22.8734, 21.4741, 6.4678)
H (17.4497, 25.1394, 12.6955)
H (16.0101, 23.9870, 12.8007)
H (15.7485, 25.6007, 12.7186)
H (16.1296, 23.1137, 9.4755)
H (14.5975, 24.0744, 9.7560)
H (15.2799, 23.1220, 11.0058)
H (16.2407, 26.7979, 9.9018)
H (17.1762, 25.5552, 8.9445)
H (17.8574, 26.3563, 10.3716)
H (22.4825, 22.6086, 10.3735)
H (22.8504, 22.2835, 8.7219)
H (24.0985, 22.0690, 9.9569)
H (20.9586, 21.0229, 11.6236)
H (22.5259, 20.6011, 12.1656)
H (21.5985, 19.3266, 11.6374)
H (23.9148, 19.4402, 8.7328)
H (22.8540, 18.2894, 9.6064)
H (24.1032, 19.4021, 10.5518)

Forces on the atoms, in the same order (eV/Å):
Ba 0.6 -0.8 0.1
N -1.3 -0.9 0.7
S 5.6 3.8 -2.5
N -3.9 1.1 1.8
S 4.0 -0.7 -2.4
N -2.7 -3.7 -0.4
S 4.4 1.4 -1.5
N -1.6 -0.3 2.1
C -0.2 0.3 0.4
C -1.2 0.0 0.1
C -1.0 0.4 0.4
C 0.8 0.3 -2.8
C 2.0 0.3 1.6
C -1.9 0.5 -1.7
C -0.3 -0.8 0.4
C 0.4 1.0 0.4
C 0.5 -0.6 -0.2
C -0.8 -0.1 0.1
C 0.8 -0.7 0.1
C 0.1 0.4 0.7
C -1.1 0.9 1.1
C 0.3 -1.3 -0.1
C -0.2 0.5 -0.3
C -0.2 0.1 -0.2
C 0.5 -0.5 0.5
C 0.2 -0.3 -0.4
C -0.3 1.9 -1.2
C 0.9 -1.7 1.1
C -0.6 0.0 1.0
C -0.2 -0.3 -0.6
C 1.6 -1.2 1.7
C -0.6 -0.9 -1.0
C -0.4 -2.3 0.4
C -3.6 1.0 -0.2
C -0.6 -0.9 2.0
C 2.7 0.5 -2.0
C -4.7 0.3 1.5
C -0.2 0.6 0.1
C -0.9 -3.3 0.4
C 0.6 0.9 0.2
C 0.2 0.3 0.0
C 1.5 1.4 -1.6
C -0.7 -0.2 2.9
C -0.3 0.4 -0.5
H 0.4 -0.8 -0.6
H 0.4 0.5 0.7
H 0.0 -0.4 -0.2
H -1.5 0.2 0.6
H 0.2 -0.9 0.6
H -0.2 0.0 -0.2
H 0.0 -0.3 0.0
H -0.4 -1.0 -0.9
H 0.2 1.1 -0.9
H -0.6 0.1 0.3
H -0.2 0.7 0.2
H 0.2 0.8 0.1
H -0.5 -0.3 0.0
H 0.5 0.1 -0.4
H 0.0 0.5 -0.3
H 0.4 1.0 0.0
H -0.1 0.4 0.5
H 0.2 0.1 1.0
H -0.5 0.9 0.1
H -0.3 0.7 -0.9
H 0.6 -0.5 -0.4
H 1.4 -0.3 -0.2
H 0.0 -0.1 -0.2
H 0.5 0.7 -0.3
H 1.9 -0.8 -0.6
H -0.2 -0.5 -0.5
H -0.6 -0.4 0.9
H -0.5 0.2 0.7
H 0.0 -0.3 -0.3
H 0.1 0.0 -0.6
O -1.0 -0.3 2.4
H -0.1 -1.5 -0.3
H 1.1 1.8 -2.1
O 2.3 -1.2 -2.2
H -1.6 1.9 1.1
H -1.0 -0.9 1.2
O -0.7 0.5 -0.7
H 0.6 -0.6 0.8
H 0.0 0.1 -0.1
O 0.3 -0.5 -1.1
H 0.5 0.3 0.8
H -0.7 0.3 0.3
O 0.8 -1.4 -1.3
H 0.4 1.0 0.3
H -1.1 0.4 1.2
O -0.2 1.2 0.4
H 0.0 -1.3 -0.6
H -0.2 0.3 0.0
I -0.1 -0.3 -0.2
H 1.1 2.0 -1.1
O -1.5 0.3 -1.4
C 0.1 -0.1 0.4
N 1.0 0.0 1.5
C 1.5 -0.7 -1.2
C -0.3 0.0 2.6
C 0.8 1.2 -0.9
C 0.3 -1.8 0.4
Sb 0.7 -0.1 0.5
C -0.3 -0.4 0.0
C 0.4 -0.5 0.6
C 0.5 -0.1 0.4
C 0.3 -0.8 0.0
C -1.5 -0.5 -1.5
C -0.6 0.7 1.2
C 2.0 -2.3 1.1
C -2.4 0.5 -0.2
H -0.6 0.0 -0.4
H -0.1 0.1 0.6
H -0.1 0.2 0.0
H -0.1 -0.6 0.5
H -0.5 0.4 0.3
H 0.3 -1.0 -0.5
H -0.2 0.2 0.1
H -1.0 1.3 -0.9
H 0.3 0.8 0.2
H -0.8 -0.3 -0.4
H 0.9 0.2 -0.8
H -0.3 1.1 0.0
H -0.4 0.6 0.1
H 0.3 0.2 -0.5
H -0.2 -0.6 0.2
H -0.1 0.0 -0.3
H -0.4 0.4 0.5
H 0.1 0.0 0.2
H 0.4 -0.4 -0.4
H 0.2 -0.1 -0.5
H 0.0 -0.5 0.0
H -0.8 0.4 -0.5
H 0.2 0.4 -0.4
H -0.5 1.1 -0.7
H 0.3 0.0 0.2
H 1.1 1.6 0.7
H 0.6 -0.9 -0.1

Values from the calculation:
max |F|: 0.1398 hartree/bohr
LUMO energy (alpha / beta): -0.31 / -0.31 eV
highest occupied orbital energy (alpha / beta): -2.396 / -2.395 eV
charge: -1

Atomic partial charges in e from the Löwdin method, atoms 1 to 99: Ba 1.30; N -0.46; S 0.68; N -0.42; S 1.04; N -0.39; S 0.71; N -0.50; C -0.24; C -0.15; C -0.10; C -0.06; C -0.04; C -0.10; C -0.30; C -0.06; C -0.09; C -0.09; C -0.07; C -0.06; C -0.30; C -0.09; C -0.05; C -0.07; C -0.07; C -0.07; C -0.26; C -0.06; C -0.06; C -0.08; C -0.05; C -0.05; C -0.28; C -0.16; C -0.09; C -0.11; C -0.14; C -0.07; C -0.27; C -0.07; C -0.05; C -0.11; C -0.11; C -0.08; H 0.09; H 0.10; H 0.10; H 0.13; H 0.06; H 0.09; H 0.10; H 0.12; H 0.08; H 0.10; H 0.10; H 0.12; H 0.10; H 0.12; H 0.10; H 0.11; H 0.12; H 0.12; H 0.08; H 0.10; H -0.10; H 0.08; H 0.09; H 0.10; H 0.08; H 0.06; H 0.12; H 0.11; H 0.09; H 0.10; O -0.05; H 0.06; H -0.01; O -0.20; H 0.08; H -0.03; O -0.08; H 0.05; H 0.03; O -0.06; H 0.01; H 0.05; O -0.11; H 0.05; H 0.04; O -0.16; H 0.05; H 0.04; I -0.47; H -0.04; O -0.12; C -0.76; N -0.09; C -0.17; C -0.75

***

(2)
Entry from the OMol25 dataset: C8H5F3N2O2 in the gas phase in a non-equilibrium geometry (the ωB97M-V functional and the def2-TZVPD basis).

Cartesian coordinates (Å):
C (-0.4370, 1.3120, 2.5291)
C (-0.4600, -0.1478, 2.4077)
C (-0.0501, 2.0769, 1.4695)
C (-0.3257, -0.6445, 1.1649)
C (0.1127, 1.5624, 0.2009)
C (-0.0539, 0.1580, 0.0356)
C (0.1033, -0.3830, -1.3376)
C (0.2122, 0.5774, -2.4973)
N (0.0913, -1.6527, -1.5927)
N (-0.3553, -2.6602, -0.8581)
O (1.5858, -3.9062, -0.8814)
O (0.3277, -3.7595, -0.7079)
F (1.3598, 1.2215, -2.5295)
F (0.0669, -0.0542, -3.6859)
F (-0.7538, 1.5850, -2.4848)
H (-0.6521, 1.6081, 3.5622)
H (-0.5426, -0.6857, 3.3406)
H (0.0340, 3.2485, 1.6288)
H (-0.4195, -1.7170, 0.8615)
H (0.1567, 2.2613, -0.6259)

Forces on the atoms, in the same order (eV/Å):
C 0.4 -3.4 1.3
C -0.1 3.4 0.7
C -0.3 3.8 0.8
C 0.4 -2.2 -2.5
C -0.7 -1.3 0.0
C 0.3 2.2 -0.3
C -1.0 -2.0 2.1
C -1.1 0.6 -2.1
N 1.0 0.1 -0.8
N -0.2 1.0 -0.2
O 0.9 1.0 -0.7
O -1.3 -0.3 0.4
F 0.8 0.1 0.3
F 0.0 0.3 0.9
F 0.6 -1.5 0.2
H 0.3 0.7 -0.7
H -0.3 -0.5 -0.3
H -0.2 -2.6 -0.4
H 0.1 0.9 1.2
H 0.5 -0.3 0.1

Values from the calculation:
max |F|: 0.0757 hartree/bohr
LUMO energy (alpha / beta): -1.64 / -1.48 eV
highest occupied orbital energy (alpha / beta): -9.866 / -9.226 eV
relative energy (zero: lowest compared OMol25 entry of this formula, charge and spin): 119.8 kcal/mol

The net atomic charges from Löwdin, expressed in e, are: C -0.06; C -0.05; C -0.10; C -0.04; C -0.02; C -0.12; C -0.08; C -0.54; N 0.14; N 0.03; O -0.04; O -0.13; F 0.18; F 0.14; F 0.10; H 0.11; H 0.11; H 0.15; H 0.11; H 0.11

***

(3)
Entry from the OMol25 dataset: a molecular structure, C20H34MgO10 in a non-equilibrium geometry (the ωB97M-V functional and the def2-TZVPD basis).

Cartesian coordinates (Å):
Mg (-0.8109, -0.2913, -0.2438)
C (-5.1379, -0.7313, 0.3043)
C (-3.8952, -0.1084, 0.9454)
O (-2.7324, -0.2355, 0.2348)
H (-5.9760, -0.6690, 0.9993)
H (-4.9509, -1.8033, 0.1682)
H (-5.2636, -0.3306, -0.7023)
H (-3.7607, -0.5812, 1.9361)
H (-4.1092, 0.9622, 1.1359)
C (-0.6961, -0.2325, -4.5897)
C (0.0286, 0.0626, -3.2795)
O (-0.4451, -0.6002, -2.1821)
H (-0.2221, -1.0045, -5.2031)
H (-0.9191, 0.6274, -5.2248)
H (-1.6860, -0.6330, -4.3343)
H (-0.1116, 1.1506, -3.1231)
H (1.1071, -0.0478, -3.4870)
O (-0.3835, -2.1831, 0.1397)
C (0.0367, -3.3004, 0.0507)
O (0.8665, -3.8061, 0.9762)
C (1.1511, -5.1836, 0.6573)
C (0.7750, -5.3548, -0.8049)
C (-0.3787, -4.3323, -0.9566)
H (0.4730, -5.7934, 1.2603)
H (2.1847, -5.4639, 0.8358)
H (0.4902, -6.3797, -1.0286)
H (1.6219, -5.0547, -1.4251)
H (-1.2692, -4.8359, -0.5798)
H (-0.4353, -3.9170, -1.9557)
O (-0.7410, 1.7500, -0.3597)
C (-1.1284, 2.8525, -0.5823)
O (-0.2737, 3.8807, -0.7733)
C (-0.9573, 5.0946, -1.0126)
C (-2.4483, 4.8539, -0.7288)
C (-2.5644, 3.3156, -0.5872)
H (-0.8360, 5.3976, -2.0572)
H (-0.5313, 5.8707, -0.3760)
H (-3.1387, 5.2633, -1.4601)
H (-2.7300, 5.2574, 0.2449)
H (-2.9760, 2.7935, -1.4615)
H (-3.2174, 2.9347, 0.1927)
O (1.9607, -0.0002, -0.1531)
C (2.6129, 1.0105, -0.2747)
O (2.2019, 2.1501, 0.2469)
C (3.0699, 3.2467, -0.0829)
C (4.3947, 2.5718, -0.5033)
C (3.9252, 1.1623, -0.9559)
H (3.1339, 3.8038, 0.8489)
H (2.6524, 3.8271, -0.9022)
H (5.1055, 2.4655, 0.3172)
H (4.9306, 3.1192, -1.2762)
H (4.6135, 0.3571, -0.7171)
H (3.7737, 1.1396, -2.0371)
O (-0.2056, 0.0137, 1.7732)
C (0.3385, -0.5525, 2.6618)
O (-0.3375, -0.8856, 3.7785)
C (0.4802, -1.7428, 4.5983)
C (1.8988, -1.3256, 4.2658)
C (1.8054, -0.8717, 2.8262)
H (0.1382, -2.7630, 4.4065)
H (0.2372, -1.5903, 5.6518)
H (2.6408, -2.1133, 4.4094)
H (2.2784, -0.4833, 4.8479)
H (1.9256, -1.7172, 2.1380)
H (2.4166, -0.0155, 2.5694)

Forces on the atoms, in the same order (eV/Å):
Mg -1.4 0.5 -0.9
C 0.9 -0.7 0.0
C 0.9 -0.1 0.2
O 0.3 -0.2 -0.7
H -0.3 0.4 -0.4
H 0.1 0.0 0.0
H -0.5 0.2 0.2
H -0.3 0.1 0.2
H -0.2 0.1 0.2
C -1.1 -0.9 -0.2
C -0.3 1.2 0.3
O 0.3 -0.5 0.4
H 0.1 0.1 0.0
H 0.4 0.2 0.0
H 0.1 0.0 0.1
H 0.2 0.3 0.0
H 0.3 -0.2 0.3
O 0.5 -0.5 0.4
C -1.0 0.3 0.0
O 0.6 -0.2 -0.2
C -0.7 -0.6 -0.2
C 0.0 0.5 -0.2
C 1.5 -1.0 0.2
H 0.2 0.0 0.2
H 0.0 0.4 0.4
H 0.0 0.0 -0.1
H -0.1 -0.1 -0.1
H -0.4 0.5 -0.3
H -0.5 0.1 0.1
O 0.9 -0.1 -0.3
C -0.7 0.2 1.2
O 0.2 -0.5 -0.1
C -0.8 0.8 -0.5
C -0.5 -0.9 1.0
C 0.1 0.2 -1.5
H 0.3 -0.2 0.1
H 0.0 -0.1 0.0
H 0.2 0.1 -0.2
H 0.1 0.3 -0.1
H 0.0 0.4 -0.2
H 0.6 0.0 0.5
O 0.4 0.2 -0.2
C -0.8 -1.6 0.1
O -0.4 0.9 0.1
C 0.7 -0.7 0.3
C 0.1 -0.4 0.0
C 0.8 1.1 -0.5
H 0.1 0.4 -0.3
H -0.2 0.1 0.1
H -0.2 0.1 0.2
H -0.2 0.0 -0.1
H -0.1 0.0 0.1
H -0.2 -0.1 0.0
O -0.5 0.4 -0.8
C 0.4 0.7 1.3
O -0.1 -0.4 0.1
C -0.6 0.4 0.8
C 1.0 -0.3 -0.1
C -0.8 -0.9 -0.4
H 0.7 -0.1 -0.4
H -0.1 0.4 -0.1
H -0.2 -0.1 0.0
H -0.5 -0.1 0.4
H 0.5 0.3 -0.1
H 0.0 -0.1 -0.3

Values from the calculation:
max |F|: 0.0356 hartree/bohr
LUMO energy: 0.48 eV
highest occupied orbital energy: -6.459 eV
relative energy (zero: lowest compared OMol25 entry of this formula, charge and spin): 26.8 kcal/mol

The net atomic charges from Löwdin, expressed in e, are: Mg 0.63; C -0.11; C -0.48; O -0.33; H 0.06; H 0.06; H 0.06; H 0.09; H 0.08; C -0.11; C -0.48; O -0.32; H 0.05; H 0.05; H 0.07; H 0.08; H 0.09; O 0.11; C -0.42; O 0.04; C -0.15; C -0.15; C -0.02; H 0.13; H 0.13; H 0.12; H 0.12; H 0.14; H 0.14; O 0.10; C -0.41; O 0.04; C -0.16; C -0.13; C -0.04; H 0.12; H 0.12; H 0.11; H 0.11; H 0.14; H 0.12; O 0.11; C -0.49; O 0.04; C -0.12; C -0.13; C -0.05; H 0.13; H 0.12; H 0.11; H 0.11; H 0.13; H 0.13; O 0.10; C -0.45; O 0.06; C -0.14; C -0.15; C -0.06; H 0.13; H 0.12; H 0.12; H 0.12; H 0.13; H 0.13

***

(4)
Entry from the OMol25 dataset: C13H19ClN2O3 in the gas phase (the ωB97M-V functional and the def2-TZVPD basis).

Cartesian coordinates (Å):
C (-3.1217, -3.2054, 1.5248)
H (-3.7240, -2.6303, 2.2412)
O (-2.4580, -2.3618, 0.6233)
C (-3.3305, -1.5785, -0.1493)
C (-2.5084, -0.7853, -1.1726)
N (-1.4004, -0.0720, -0.5765)
C (-0.1425, -0.6025, -0.7769)
O (0.0372, -1.5466, -1.5181)
N (0.8610, 0.0584, -0.1137)
C (2.2160, -0.2485, -0.1038)
C (2.7497, -1.4106, -0.6583)
C (4.1087, -1.6523, -0.5942)
C (4.9456, -0.7395, 0.0253)
C (4.4328, 0.4190, 0.5860)
C (3.0752, 0.6588, 0.5199)
H (2.6683, 1.5590, 0.9578)
H (5.0909, 1.1244, 1.0690)
Cl (6.6492, -1.0451, 0.1033)
H (4.5178, -2.5523, -1.0259)
H (2.0939, -2.1142, -1.1423)
H (0.6398, 0.9463, 0.3203)
C (-1.7136, 0.9918, 0.3507)
H (-2.7934, 0.9846, 0.4981)
H (-1.2434, 0.8241, 1.3261)
C (-1.3042, 2.3873, -0.1525)
O (-0.0486, 2.7303, 0.3989)
C (0.4708, 3.9390, -0.0983)
H (1.4219, 4.1010, 0.4041)
H (-0.2036, 4.7752, 0.1175)
H (0.6331, 3.8827, -1.1807)
H (-1.2488, 2.3847, -1.2508)
H (-2.0484, 3.1371, 0.1533)
H (-2.0649, -1.4857, -1.8829)
H (-3.1659, -0.0873, -1.7013)
H (-4.0507, -2.2132, -0.6894)
H (-3.9094, -0.9054, 0.5075)
H (-2.3510, -3.7567, 2.0586)
H (-3.7801, -3.9106, 1.0018)

Forces on the atoms, in the same order (eV/Å):
C -0.1 0.0 0.1
H 0.0 0.0 0.0
O 0.2 0.2 -0.2
C 0.0 0.2 -0.1
C -0.1 -0.5 0.1
N -0.2 -0.1 0.0
C -0.1 0.3 0.0
O 0.2 -0.4 -0.2
N -0.3 0.3 0.3
C 0.4 -0.2 -0.1
C -0.2 -0.1 -0.1
C 0.2 0.2 0.1
C -0.2 0.0 0.0
C 0.0 -0.1 -0.1
C -0.1 -0.1 -0.1
H 0.0 0.1 0.1
H 0.1 0.0 0.0
Cl 0.2 0.0 0.0
H 0.0 -0.1 0.0
H 0.0 0.0 0.0
H 0.0 -0.1 -0.1
C 0.3 0.4 -0.2
H 0.1 0.0 0.1
H -0.1 0.0 0.0
C -0.3 0.0 0.1
O 0.0 -0.2 0.2
C 0.1 0.1 -0.1
H 0.0 0.1 -0.1
H 0.0 0.0 0.0
H 0.0 0.0 0.0
H 0.0 0.0 0.1
H 0.1 0.0 0.0
H -0.2 0.2 0.0
H 0.0 -0.1 0.0
H 0.0 0.1 0.0
H 0.0 -0.1 -0.1
H -0.1 0.0 0.1
H 0.0 0.0 0.0

Values from the calculation:
max |F|: 0.0102 hartree/bohr
LUMO energy: 0.66 eV
highest occupied orbital energy: -7.947 eV
relative energy (zero: lowest compared OMol25 entry of this formula, charge and spin): 0.0 kcal/mol

The net atomic charges from Löwdin, expressed in e, are: C -0.11; H 0.09; O -0.18; C -0.22; C -0.12; N -0.06; C -0.48; O 0.06; N 0.16; C -0.21; C 0.00; C -0.10; C -0.69; C -0.11; C -0.02; H 0.11; H 0.10; Cl 0.65; H 0.11; H 0.10; H 0.10; C -0.11; H 0.12; H 0.14; C -0.19; O -0.24; C -0.10; H 0.09; H 0.09; H 0.10; H 0.14; H 0.13; H 0.12; H 0.13; H 0.13; H 0.11; H 0.09; H 0.09